C3H10N | ωB97M-V/def2-TZVPD

```
! wB97M-V def2-TZVPD RIJCOSX def2/J DEFGRID3
* xyz 1 1
C 2.8354 2.4418 0.5785
H 3.0833 2.1793 1.6010
H 2.4405 1.5113 0.1566
H 2.0736 3.2183 0.5667
H 3.6155 2.7483 -0.1108
C -1.1987 -1.8721 0.5955
C -1.3885 -0.3123 -1.2317
N -0.7888 -0.6281 -0.1527
H -2.2630 -1.7674 0.7557
H -0.8795 -2.7764 0.0916
H -0.6809 -1.8013 1.5464
H -2.0579 -1.0501 -1.6572
H -1.3446 0.6890 -1.6448
H -0.1581 0.0465 0.2717
*
```

Atom charges from the natural (NBO) analysis, given in e for atoms 1 to 5: -0.848, 0.226, 0.175, 0.214, 0.235

C3H10N10 | ωB97M-V/def2-TZVPD

As for the SMILES: N#CN/N=C(/N(N)[NH3+])N([NH3+])NC#N.

```
! wB97M-V def2-TZVPD RIJCOSX def2/J DEFGRID3
* xyz 2 1
N -4.2917 -0.7849 -1.2187
C -3.4347 -0.3087 -0.6503
N -2.3651 0.2368 -0.0863
N -1.1812 -0.1495 -0.6338
C 0.0360 0.2156 -0.3960
N 1.0361 -0.4274 -1.1260
N 1.7329 -1.2890 -0.4146
N 0.4221 -0.9649 -2.5012
N 0.5365 1.1116 0.5151
N 1.7644 0.5561 1.4006
N -0.3015 1.8470 1.2708
C -0.8437 1.3156 2.3436
N -1.1828 0.7184 3.2614
H -2.4763 0.6185 0.8660
H 1.1667 -1.9612 0.1560
H 2.4294 -1.7152 -0.8632
H -0.1735 -1.7815 -2.3258
H 1.3053 -1.1035 -3.1202
H -0.4290 -0.2224 -2.7057
H 1.4608 -0.0959 2.2628
H 2.3049 1.3806 1.7459
H 2.5088 -0.0478 0.8851
H -0.0243 2.8518 1.3344
*
```

Atom charges from the natural (NBO) analysis, given in e for atoms 1 to 5: -0.196, 0.342, -0.429, -0.242, 0.388

C3H10N2 | ωB97M-V/def2-TZVPD

```
! wB97M-V def2-TZVPD RIJCOSX def2/J DEFGRID3
* xyz -1 2
N 1.4561 0.4370 0.0808
C 0.1746 -0.1728 0.3522
C 0.3560 -1.7033 0.4624
C -0.8855 0.1907 -0.6628
N -1.3359 1.5977 -0.5713
H 1.8857 0.6836 0.9855
H 1.3642 1.3365 -0.3923
H -0.2060 0.1167 1.3386
H -0.6310 -2.1815 0.4280
H 0.8618 -1.9659 1.3912
H 0.9776 -2.0671 -0.3585
H -0.4693 0.0372 -1.6585
H -1.7500 -0.4483 -0.4692
H -1.0051 1.9896 0.3126
H -0.7932 2.1500 -1.2384
*
```

Atom charges from the natural (NBO) analysis, given in e for atoms 1 to 5: -0.994, -0.367, -0.621, -0.274, -0.941

C3H10N2 | ωB97M-V/def2-TZVPD

As for the SMILES: C=CN.CN.

```
! wB97M-V def2-TZVPD RIJCOSX def2/J DEFGRID3
* xyz 0 1
C 1.0624 -3.9386 1.2162
C 0.7038 -2.8842 1.9928
N 1.1499 -1.6012 1.7621
H 1.0437 -3.9239 0.0959
H 1.3193 -4.8891 1.7404
H 0.2470 -3.0416 2.9817
H 0.4687 -0.8618 1.8487
H 1.6036 -1.5732 0.8265
C -1.9305 3.4426 -2.0738
N -0.6301 4.0640 -2.3756
H -2.5722 3.4189 -2.9504
H -1.9644 2.3844 -1.7636
H -2.3561 3.9344 -1.2047
H -0.1172 3.9436 -1.4861
H -0.0527 3.3309 -2.8038
*
```

Atom charges from the natural (NBO) analysis, given in e for atoms 1 to 5: -0.559, 0.023, -0.788, 0.202, 0.209

C3H10N2 | ωB97M-V/def2-TZVPD

As for the SMILES: [H]/N=C\N.CC.

```
! wB97M-V def2-TZVPD RIJCOSX def2/J DEFGRID3
* xyz 0 1
H 0.0688 -0.2343 2.2759
N 0.8335 0.4174 2.3818
C 0.7133 1.5816 1.8891
N 0.0485 1.9190 0.7339
H 0.5829 2.4925 2.5226
H 0.1571 2.8913 0.4990
H -0.1218 1.2426 0.0076
C -0.4530 -1.7650 -0.7898
C -0.0698 -0.7129 -1.8060
H -1.3969 -1.6037 -0.2678
H 0.2499 -1.9585 0.0460
H -0.6823 -2.7080 -1.3259
H 0.4314 0.1245 -1.3259
H 0.6271 -1.1653 -2.5031
H -0.9887 -0.5212 -2.3374
*
```

Atom charges from the natural (NBO) analysis, given in e for atoms 1 to 5: 0.369, -0.799, 0.314, -0.812, 0.155

C3H10N2 | ωB97M-V/def2-TZVPD

As for the SMILES: C[C@H](N)CN.

```
! wB97M-V def2-TZVPD RIJCOSX def2/J DEFGRID3
* xyz 0 1
C 1.7998 -0.5533 -0.0678
C 0.3116 -0.3923 0.2133
N -0.4898 -1.1604 -0.8153
C -0.1486 1.0455 0.3138
N -1.5912 1.1096 0.5399
H 2.4745 -0.4607 0.7692
H 1.9578 -1.5618 -0.4588
H 2.0807 0.1321 -0.8630
H 0.0917 -0.8870 1.1892
H -0.2594 -0.7770 -1.7401
H -0.1230 -2.1303 -0.7428
H 0.2480 1.6054 -0.5729
H 0.3637 1.3634 1.2182
H -1.9570 0.2699 0.0951
H -2.0088 1.9601 0.1986
*
```

Atom charges from the natural (NBO) analysis, given in e for atoms 1 to 5: -0.622, -0.056, -0.849, -0.226, -0.853

Q: Which relative energy (zero: lowest compared OMol25 entry of this formula, charge and spin) values were calculated for the entries above? A: 1.545; 3.816; 0.233; 2.092; 1.726; 0.317, in eV.